Density functional theory data (the ωB97M-V functional and the def2-TZVPD basis) for a structure of composition C12H26NO2P2Sn in a non-equilibrium geometry.

CARTESIAN COORDINATES (ANGSTROEM)
Sn1 -0.2794 0.3616 0.3959
P1 2.2435 -0.6236 0.2483
C1 2.2008 -0.8738 -1.4964
C2 0.9888 -1.2953 -2.0886
N1 -0.2392 -0.8844 -1.5714
C3 -1.3854 -1.2893 -2.1481
C4 -1.3909 -2.2527 -3.1464
C5 -0.1852 -2.6564 -3.7096
C6 0.9978 -2.1158 -3.2440
C7 -2.6702 -0.7174 -1.6150
P2 -2.4890 0.9225 -0.8246
H1 1.9654 -2.4073 -3.6610
H2 -2.3596 -2.6022 -3.4803
H3 -0.1809 -3.4260 -4.4763
H4 -3.3822 -0.5664 -2.4250
H5 -3.1824 -1.3765 -0.9051
H6 1.9378 1.2526 -2.4963
H7 3.1149 -0.9492 -2.0920
H8 0.7122 3.1031 -1.6995
O1 1.8011 2.1482 -2.8505
H9 2.6976 2.4281 -3.0688
H10 0.0581 2.4937 -0.3011
O2 0.2113 3.4512 -0.8973
H11 0.7983 4.0209 -0.3579
C8 -2.3878 2.0593 -2.2427
H12 -3.3538 2.0084 -2.7727
H13 -2.2240 3.1037 -1.9244
H14 -1.5942 1.7595 -2.9478
C9 -4.0022 1.3120 0.0736
H15 -3.8553 2.2406 0.6470
H16 -4.8355 1.4425 -0.6325
H17 -4.2379 0.4981 0.7734
C10 2.3274 -2.3711 0.7405
H18 3.3343 -2.7124 0.4717
H19 2.1341 -2.4903 1.8104
H20 1.6017 -2.9386 0.1433
C11 3.7925 0.2000 0.7296
H21 3.7515 0.4337 1.8055
H22 4.6378 -0.4777 0.5450
H23 3.9388 1.1345 0.1645
C12 -1.1107 -1.2006 1.7318
H24 -1.9916 -0.7630 2.2312
H25 -0.3343 -1.4610 2.4730
H26 -1.3974 -2.0901 1.1473

Its HOMO energy is -9.30 eV. As for the HOMO-LUMO gap: 6.55 eV. The net charge is +1. As for the calculated total energy: -42852.440 eV. The energy above the lowest of the compared OMol25 structures with the same formula, charge and spin comes out at 2.298 eV.

---

Density functional theory data (the ωB97M-V functional and the def2-TZVPD basis) for a structure of composition C10H21ClINO3PTi in a non-equilibrium geometry.

CARTESIAN COORDINATES (ANGSTROEM)
C1 -3.3319 1.6195 -4.3062
C2 -3.2676 0.3158 -3.7757
H1 -4.1153 1.6545 -5.0896
H2 -2.3521 1.8315 -4.7527
H3 -3.5576 2.3400 -3.5089
O1 -3.3313 -0.7419 -3.2964
I1 -2.8299 1.8371 -0.4666
Ti1 -0.4475 0.7792 -0.3890
P1 0.8908 -0.9169 -1.5661
C3 0.9722 -2.6450 -1.0627
C4 0.5563 -0.8753 -3.3373
H4 2.6284 0.7210 -1.1160
H5 3.2151 -0.6103 -2.1704
H6 3.0107 -0.8724 -0.3852
C5 2.6125 -0.3695 -1.2821
H7 0.3210 0.1602 -3.6484
H8 1.4526 -1.2229 -3.8812
H9 1.4350 -3.2377 -1.8588
H10 -0.0215 -3.0419 -0.8458
H11 -0.3043 -1.5224 -3.5727
H12 1.5909 -2.7267 -0.1635
C6 -1.5984 -1.0271 -0.2853
O2 -2.3143 -1.9522 -0.2509
Cl1 1.0838 2.5160 -0.6415
C7 0.9384 0.7779 4.8243
N1 0.9493 0.3917 3.4209
C8 2.1464 -0.2408 2.8515
C9 -0.0815 0.6186 2.6366
C10 -1.4045 1.0770 3.1091
O3 0.0985 0.4347 1.3794
H13 1.9154 0.5734 5.2512
H14 0.1926 0.2299 5.4021
H15 0.7424 1.8457 4.9273
H16 1.9344 -1.2562 2.4894
H17 2.5597 0.3525 2.0226
H18 2.8944 -0.3179 3.6433
H19 -1.7549 1.9484 2.5284
H20 -2.0777 0.2106 3.0031
H21 -1.3504 1.3419 4.1640

Its HOMO energy is -19.44 eV. As for the HOMO-LUMO gap: 7.35 eV. The net charge is +3. As for the calculated total energy: -71344.248 eV. The energy above the lowest of the compared OMol25 structures with the same formula, charge and spin comes out at 0.000 eV.

---

Density functional theory data (the ωB97M-V functional and the def2-TZVPD basis) for a structure of composition C22H16F6N4O6RuS2 in a non-equilibrium geometry.

CARTESIAN COORDINATES (ANGSTROEM)
Ru1 0.4491 -0.0566 0.1793
F1 -2.3423 1.9398 4.2400
C1 -1.3062 1.4138 3.5766
F2 -0.2086 1.5814 4.3054
F3 -1.1755 2.0873 2.4322
S1 -1.6218 -0.3743 3.2684
O1 -0.5780 -0.8779 2.4194
O2 -1.7816 -0.8946 4.5866
N1 -2.9985 -0.3350 2.4871
S2 -3.0223 -0.3303 0.9156
O3 -1.8416 0.2150 0.2447
O4 -3.6171 -1.5004 0.3509
C2 -4.2581 1.0073 0.6290
F4 -5.3525 0.8114 1.3613
F5 -4.6076 1.0155 -0.6608
F6 -3.7489 2.2011 0.9345
N2 2.4843 -0.1520 -0.5684
C3 3.5559 0.0115 0.4239
C4 2.9916 0.6777 1.6832
O5 3.7195 1.3720 2.3801
O6 1.7683 0.3806 1.8636
H1 2.5391 -1.0193 -1.0883
H2 2.4723 0.6294 -1.2119
H3 4.3869 0.6031 0.0405
H4 3.9395 -0.9660 0.7140
C5 0.6150 4.4104 0.5049
C6 0.1866 4.7867 -0.7587
C7 -0.0069 3.8181 -1.7267
C8 0.2156 2.4822 -1.4061
N3 0.5698 2.1263 -0.1573
C9 0.7844 3.0630 0.7663
C10 0.1278 1.3554 -2.3621
C11 0.0144 1.5732 -3.7349
C12 0.0096 0.5039 -4.6145
C13 0.1342 -0.7855 -4.1161
C14 0.2508 -1.0060 -2.7493
C15 0.2360 0.0498 -1.8355
H5 0.8046 5.1379 1.2810
H6 0.0076 5.8294 -0.9893
H7 -0.3378 4.0900 -2.7182
H8 1.1106 2.7006 1.7322
H9 -0.0594 2.5799 -4.1280
H10 -0.0820 0.6756 -5.6795
H11 0.1377 -1.6304 -4.7950
H12 0.3442 -2.0238 -2.3939
N4 0.4200 -7.5078 0.5329
C16 0.4188 -6.3573 0.4889
C17 0.4195 -4.9239 0.4170
C18 -0.6656 -4.2437 -0.1390
C19 -0.6384 -2.8644 -0.2331
C20 0.4513 -2.1004 0.2168
C21 1.5087 -2.8152 0.7961
C22 1.5086 -4.1979 0.8914
H13 -1.5266 -4.8018 -0.4854
H14 -1.4940 -2.3695 -0.6756
H15 2.3482 -2.2746 1.2173
H16 2.3411 -4.7207 1.3466

As for the expectation value of S²: 0.757. Its spin multiplicity is 2. Its HOMO energy (spin up / spin down) is -5.61 / -5.51 eV. As for the HOMO-LUMO gap (spin up / spin down): 7.85 / 7.54 eV. The net charge is -1. As for the calculated total energy: -81878.583 eV. The energy above the lowest of the compared OMol25 structures with the same formula, charge and spin comes out at 0.948 eV.

---

Density functional theory data (the ωB97M-V functional and the def2-TZVPD basis) for a cluster of 2 separate species, C7H16N in total in a non-equilibrium geometry.

CARTESIAN COORDINATES (ANGSTROEM)
C1 1.6014 -0.9444 0.5874
C2 0.1753 -1.2772 1.1888
C3 -0.8212 -1.6210 0.1196
C4 -0.7195 -0.5591 -0.9593
C5 -0.5636 0.8765 -0.4341
C6 -1.4315 1.8281 -0.1267
C7 -1.2435 3.3314 -0.2646
N1 2.1748 -1.9658 -0.3226
H1 2.2717 -0.5971 1.4691
H2 1.4425 0.0047 -0.0980
H3 -0.1244 -0.3583 1.7742
H4 0.3305 -2.0501 1.8958
H5 -0.7930 -2.6166 -0.3440
H6 -1.8809 -1.6258 0.5530
H7 0.0750 -0.9267 -1.6051
H8 -1.5736 -0.5932 -1.6448
H9 2.0690 2.4410 0.4810
H10 -2.3690 1.6383 0.4034
H11 -1.9660 3.7677 0.4130
H12 -1.4574 3.6237 -1.2836
H13 -0.2615 3.7794 0.0319
H14 2.5980 -2.8209 0.1829
H15 1.5338 1.9479 0.3322
H16 2.8970 -1.6596 -0.9707

Its HOMO energy is -12.80 eV. As for the HOMO-LUMO gap: 5.56 eV. The net charge is +1. As for the calculated total energy: -8996.144 eV. The energy above the lowest of the compared OMol25 structures with the same formula, charge and spin comes out at 6.161 eV.

---

Density functional theory data (the ωB97M-V functional and the def2-TZVPD basis) for a structure of composition C9H17N4OPtS in a non-equilibrium geometry.

CARTESIAN COORDINATES (ANGSTROEM)
Pt1 -0.1768 -0.2285 0.4254
N1 -2.2097 -1.4009 1.1676
C1 -3.3795 -0.8132 0.5357
C2 -3.3915 0.6904 0.8171
N2 -2.1706 1.2957 0.3139
C3 -1.8908 2.6191 0.8449
C4 -0.4098 2.9377 0.6339
N3 0.4003 1.9217 1.2943
H1 -2.0235 -2.3371 0.8223
H2 -2.3032 -1.4322 2.1776
H3 -4.3223 -1.2542 0.8911
H4 -3.3054 -0.9813 -0.5423
H5 -3.4179 0.8418 1.9004
H6 -4.2939 1.1472 0.3850
H7 -2.1886 1.3311 -0.7029
H8 -2.0990 2.6055 1.9180
H9 -2.5162 3.4034 0.3922
H10 -0.2022 3.9514 1.0057
H11 -0.1828 2.9019 -0.4344
H12 0.4075 2.0382 2.3023
H13 1.3517 1.9301 0.9356
O1 1.7002 0.3620 -0.7433
N4 2.4319 -0.6952 -1.1340
C5 3.7718 -0.5071 -1.4371
C6 4.5236 -1.5220 -1.9279
C7 3.9858 -2.8272 -2.0596
C8 2.7302 -3.0551 -1.4889
C9 1.9822 -2.0222 -0.9850
S1 0.6107 -2.3683 0.0311
H14 4.1346 0.4961 -1.2867
H15 5.5590 -1.3449 -2.1784
H16 4.5674 -3.6283 -2.4780
H17 2.3283 -4.0543 -1.3952

As for the expectation value of S²: 0.755. Its spin multiplicity is 2. Its HOMO energy (spin up / spin down) is -5.58 / -5.75 eV. As for the HOMO-LUMO gap (spin up / spin down): 6.21 / 6.37 eV. The net charge is 0. As for the calculated total energy: -31696.011 eV. The energy above the lowest of the compared OMol25 structures with the same formula, charge and spin comes out at 1.091 eV.

---

Density functional theory data (the ωB97M-V functional and the def2-TZVPD basis) for a structure of composition C5H10O2S in a non-equilibrium geometry.

CARTESIAN COORDINATES (ANGSTROEM)
C1 -0.3639 -0.1929 -2.4360
C2 -0.2256 -1.1640 -1.3374
C3 0.0848 -0.3442 0.9358
C4 -0.3572 -0.4617 2.4065
C5 0.4347 2.1769 0.7094
H1 0.5937 0.3631 -2.5157
H2 -1.3142 0.1901 -2.4451
H3 -0.2817 -0.6958 -3.4204
H4 -0.8169 -1.9701 -1.6587
H5 0.9642 -1.2296 -1.2603
H6 1.2941 -0.2635 0.7325
H7 0.6182 -0.2399 3.3038
H8 -1.4041 0.2567 2.3997
H9 -0.5803 -1.6837 2.3372
H10 0.3592 3.2300 0.0848
O1 -0.5608 -1.0995 0.0700
O2 -0.3115 1.1491 0.4050
S1 1.8671 1.9791 1.6889

Its HOMO energy is -8.32 eV. As for the HOMO-LUMO gap: 8.87 eV. The net charge is 0. As for the calculated total energy: -20272.363 eV. The energy above the lowest of the compared OMol25 structures with the same formula, charge and spin comes out at 5.329 eV.

---

What did the third record say?
Density functional theory data (the ωB97M-V functional and the def2-TZVPD basis) for a structure of composition C22H16F6N4O6RuS2 in a non-equilibrium geometry.

CARTESIAN COORDINATES (ANGSTROEM)
Ru1 0.4491 -0.0566 0.1793
F1 -2.3423 1.9398 4.2400
C1 -1.3062 1.4138 3.5766
F2 -0.2086 1.5814 4.3054
F3 -1.1755 2.0873 2.4322
S1 -1.6218 -0.3743 3.2684
O1 -0.5780 -0.8779 2.4194
O2 -1.7816 -0.8946 4.5866
N1 -2.9985 -0.3350 2.4871
S2 -3.0223 -0.3303 0.9156
O3 -1.8416 0.2150 0.2447
O4 -3.6171 -1.5004 0.3509
C2 -4.2581 1.0073 0.6290
F4 -5.3525 0.8114 1.3613
F5 -4.6076 1.0155 -0.6608
F6 -3.7489 2.2011 0.9345
N2 2.4843 -0.1520 -0.5684
C3 3.5559 0.0115 0.4239
C4 2.9916 0.6777 1.6832
O5 3.7195 1.3720 2.3801
O6 1.7683 0.3806 1.8636
H1 2.5391 -1.0193 -1.0883
H2 2.4723 0.6294 -1.2119
H3 4.3869 0.6031 0.0405
H4 3.9395 -0.9660 0.7140
C5 0.6150 4.4104 0.5049
C6 0.1866 4.7867 -0.7587
C7 -0.0069 3.8181 -1.7267
C8 0.2156 2.4822 -1.4061
N3 0.5698 2.1263 -0.1573
C9 0.7844 3.0630 0.7663
C10 0.1278 1.3554 -2.3621
C11 0.0144 1.5732 -3.7349
C12 0.0096 0.5039 -4.6145
C13 0.1342 -0.7855 -4.1161
C14 0.2508 -1.0060 -2.7493
C15 0.2360 0.0498 -1.8355
H5 0.8046 5.1379 1.2810
H6 0.0076 5.8294 -0.9893
H7 -0.3378 4.0900 -2.7182
H8 1.1106 2.7006 1.7322
H9 -0.0594 2.5799 -4.1280
H10 -0.0820 0.6756 -5.6795
H11 0.1377 -1.6304 -4.7950
H12 0.3442 -2.0238 -2.3939
N4 0.4200 -7.5078 0.5329
C16 0.4188 -6.3573 0.4889
C17 0.4195 -4.9239 0.4170
C18 -0.6656 -4.2437 -0.1390
C19 -0.6384 -2.8644 -0.2331
C20 0.4513 -2.1004 0.2168
C21 1.5087 -2.8152 0.7961
C22 1.5086 -4.1979 0.8914
H13 -1.5266 -4.8018 -0.4854
H14 -1.4940 -2.3695 -0.6756
H15 2.3482 -2.2746 1.2173
H16 2.3411 -4.7207 1.3466

As for the expectation value of S²: 0.757. Its spin multiplicity is 2. Its HOMO energy (spin up / spin down) is -5.61 / -5.51 eV. As for the HOMO-LUMO gap (spin up / spin down): 7.85 / 7.54 eV. The net charge is -1. As for the calculated total energy: -81878.583 eV. The energy above the lowest of the compared OMol25 structures with the same formula, charge and spin comes out at 0.948 eV.